{"formula": "H18O9", "method": "ωB97M-V with the def2-TZVPD basis set", "e_homo_ev": [-14.3, -13.4], "total_energy_ha": -687.550790, "total_charge": 1, "orbital_gap_ev": [10.82, 2.23], "spin_multiplicity": 2, "e_lumo_ev": [-3.5, -11.2], "e_above_lowest_kj_mol": 76.9, "fmax_ev_per_a": 2.2, "symbols": ["O", "H", "H", "O", "H", "H", "O", "H", "H", "O", "H", "H", "O", "H", "H", "O", "H", "H", "O", "H", "H", "O", "H", "H", "O", "H", "H"], "xyz": [[-0.32332, 0.69084, 2.11706], [-0.57085, 1.60425, 2.26079], [0.63254, 0.69044, 2.16758], [3.10775, -0.58107, -0.54581], [2.91285, -1.49360, -0.75921], [2.72526, -0.07930, -1.26564], [0.20972, -2.12848, 3.13233], [-0.25206, -2.36863, 3.93564], [-0.26116, -1.36218, 2.80477], [2.31758, 0.64955, 1.75390], [2.50792, 0.36031, 0.86152], [3.02268, 0.27617, 2.28272], [-1.36012, 2.26987, -2.89584], [-0.55931, 1.93754, -3.30142], [-1.81779, 1.48636, -2.59110], [-2.25571, -0.18572, -1.84757], [-2.23070, -1.13572, -1.73300], [-2.95328, 0.10836, -1.26178], [0.86195, 0.71056, -3.66443], [1.75749, 0.88441, -3.37455], [0.67108, -0.16935, -3.33953], [-2.54947, -0.89552, 2.28115], [-1.81220, -0.28665, 2.32525], [-3.24834, -0.39598, 1.85893], [0.15810, -0.29789, -0.57216], [-0.71696, -0.28157, -0.95977], [0.02634, -0.00698, 0.33018]], "atomic_forces_ev_per_a": [[-1.02, 0.00, -0.34], [-0.17, 0.31, 0.13], [1.59, -0.13, 0.16], [0.28, 0.25, -0.11], [-0.07, -0.37, 0.12], [-0.07, 0.10, -0.14], [0.48, -0.13, -0.21], [-0.21, -0.19, 0.32], [-0.18, 0.22, -0.08], [-0.47, 0.52, 0.62], [0.27, -0.48, -0.58], [0.14, -0.08, 0.26], [-0.63, 1.76, 0.31], [1.80, -0.77, -0.96], [-0.77, -1.43, 0.40], [0.09, 0.56, -0.15], [-0.17, -0.60, -0.25], [-0.47, 0.03, 0.31], [-0.60, 0.48, 0.12], [0.39, 0.25, -0.07], [-0.10, -0.44, 0.06], [-0.33, -0.45, -0.21], [0.30, 0.38, 0.05], [-0.33, 0.04, 0.11], [0.82, -0.25, -0.69], [-0.50, 0.13, -0.13], [-0.08, 0.28, 0.96]], "lowdin_spin": [0.01, 0.00, 0.00, 0.00, 0.00, 0.00, 0.12, 0.00, 0.00, 0.00, 0.00, 0.00, 0.63, 0.01, 0.01, 0.01, 0.00, 0.00, 0.05, 0.00, 0.00, 0.00, 0.00, 0.00, 0.16, 0.00, 0.00]}


{"formula": "H18O9Sr", "method": "ωB97M-V with the def2-TZVPD basis set", "e_homo_ev": -18.4, "total_energy_ha": -718.293487, "total_charge": 2, "orbital_gap_ev": 12.17, "e_lumo_ev": -6.3, "e_above_lowest_kj_mol": 74.9, "fmax_ev_per_a": 3.9, "symbols": ["Sr", "O", "H", "H", "O", "H", "H", "O", "H", "H", "O", "H", "H", "O", "H", "H", "O", "H", "H", "O", "H", "H", "O", "H", "H", "O", "H", "H"], "xyz": [[-0.04635, -0.06846, -0.18905], [-0.86899, 1.90488, -1.96354], [-0.27918, 2.66783, -1.92917], [-0.64681, 1.65878, -2.89044], [1.04906, -1.16880, -2.25835], [0.53765, -1.48354, -2.97477], [1.97424, -1.22361, -2.54037], [1.99992, -1.16772, 0.84470], [2.18711, -2.11490, 0.72479], [2.83846, -0.73248, 1.06056], [-1.67364, 1.70706, 0.95899], [-2.53876, 2.00538, 0.75276], [-1.71716, 1.57341, 1.90137], [-0.72758, -0.69631, 2.29056], [-0.09012, -1.14684, 2.80254], [-1.59457, -1.02334, 2.51047], [-0.58117, -2.63712, -0.17742], [-1.34068, -3.10982, 0.17779], [-0.48989, -2.85498, -1.11639], [2.21732, 1.21024, -1.15896], [2.27149, 1.71355, -2.02389], [2.48398, 1.86878, -0.59160], [1.12451, 1.85433, 1.56177], [1.25433, 1.44589, 2.45185], [1.75274, 2.57687, 1.49767], [-2.72898, -0.75093, 0.01161], [-3.09467, -1.49044, -0.49753], [-3.27228, -0.51772, 0.76404]], "atomic_forces_ev_per_a": [[-0.36, 0.81, 0.41], [1.04, -0.43, -1.24], [-0.25, 0.48, 0.71], [-0.79, -0.22, 0.54], [0.70, 0.41, 1.03], [-0.72, -0.60, -1.49], [-0.16, 0.03, 0.14], [0.21, -0.26, 0.09], [0.03, 0.39, 0.14], [-0.14, -0.27, -0.10], [0.94, -0.52, 0.01], [-1.29, 0.65, -0.76], [0.36, 0.06, 0.72], [-0.46, 1.24, -1.30], [0.97, -0.99, 1.11], [-0.31, -0.35, 0.35], [0.35, 0.35, -0.42], [0.05, -0.16, -0.11], [-0.08, -0.51, 0.34], [-1.07, -0.97, -3.64], [-0.07, -1.22, 1.07], [1.16, 2.22, 2.55], [0.06, -1.12, 0.71], [-0.05, 0.72, -0.91], [0.05, 0.25, 0.30], [0.84, -0.18, -0.62], [-0.44, 0.40, 0.55], [-0.59, -0.20, -0.17]], "lowdin_charge": [1.62, -0.10, 0.06, 0.08, -0.10, 0.05, 0.10, -0.13, 0.09, 0.08, -0.09, 0.06, 0.05, -0.08, 0.05, 0.07, -0.11, 0.08, 0.06, -0.08, 0.12, 0.00, -0.08, 0.09, 0.07, -0.09, 0.08, 0.06]}


Q: Number 1 is which compound?
A: H18O9


What did the second record say?
{"formula": "H18O9Sr", "method": "ωB97M-V with the def2-TZVPD basis set", "e_homo_ev": -18.4, "total_energy_ha": -718.293487, "total_charge": 2, "orbital_gap_ev": 12.17, "e_lumo_ev": -6.3, "e_above_lowest_kj_mol": 74.9, "fmax_ev_per_a": 3.9, "symbols": ["Sr", "O", "H", "H", "O", "H", "H", "O", "H", "H", "O", "H", "H", "O", "H", "H", "O", "H", "H", "O", "H", "H", "O", "H", "H", "O", "H", "H"], "xyz": [[-0.04635, -0.06846, -0.18905], [-0.86899, 1.90488, -1.96354], [-0.27918, 2.66783, -1.92917], [-0.64681, 1.65878, -2.89044], [1.04906, -1.16880, -2.25835], [0.53765, -1.48354, -2.97477], [1.97424, -1.22361, -2.54037], [1.99992, -1.16772, 0.84470], [2.18711, -2.11490, 0.72479], [2.83846, -0.73248, 1.06056], [-1.67364, 1.70706, 0.95899], [-2.53876, 2.00538, 0.75276], [-1.71716, 1.57341, 1.90137], [-0.72758, -0.69631, 2.29056], [-0.09012, -1.14684, 2.80254], [-1.59457, -1.02334, 2.51047], [-0.58117, -2.63712, -0.17742], [-1.34068, -3.10982, 0.17779], [-0.48989, -2.85498, -1.11639], [2.21732, 1.21024, -1.15896], [2.27149, 1.71355, -2.02389], [2.48398, 1.86878, -0.59160], [1.12451, 1.85433, 1.56177], [1.25433, 1.44589, 2.45185], [1.75274, 2.57687, 1.49767], [-2.72898, -0.75093, 0.01161], [-3.09467, -1.49044, -0.49753], [-3.27228, -0.51772, 0.76404]], "atomic_forces_ev_per_a": [[-0.36, 0.81, 0.41], [1.04, -0.43, -1.24], [-0.25, 0.48, 0.71], [-0.79, -0.22, 0.54], [0.70, 0.41, 1.03], [-0.72, -0.60, -1.49], [-0.16, 0.03, 0.14], [0.21, -0.26, 0.09], [0.03, 0.39, 0.14], [-0.14, -0.27, -0.10], [0.94, -0.52, 0.01], [-1.29, 0.65, -0.76], [0.36, 0.06, 0.72], [-0.46, 1.24, -1.30], [0.97, -0.99, 1.11], [-0.31, -0.35, 0.35], [0.35, 0.35, -0.42], [0.05, -0.16, -0.11], [-0.08, -0.51, 0.34], [-1.07, -0.97, -3.64], [-0.07, -1.22, 1.07], [1.16, 2.22, 2.55], [0.06, -1.12, 0.71], [-0.05, 0.72, -0.91], [0.05, 0.25, 0.30], [0.84, -0.18, -0.62], [-0.44, 0.40, 0.55], [-0.59, -0.20, -0.17]], "lowdin_charge": [1.62, -0.10, 0.06, 0.08, -0.10, 0.05, 0.10, -0.13, 0.09, 0.08, -0.09, 0.06, 0.05, -0.08, 0.05, 0.07, -0.11, 0.08, 0.06, -0.08, 0.12, 0.00, -0.08, 0.09, 0.07, -0.09, 0.08, 0.06]}